Record 1
Computed, not measured: one molecule with the formula C3H5N5, with ωB97M-V with the def2-TZVPD basis set.

Each line ends with the Mulliken charge.
Positions of all 13 atoms, in Å:
H: 0.57 -0.44 2.40  0.1982
N: 1.50 -0.68 1.92  -0.5971
C: 1.33 -0.28 0.68  0.1230
N: 0.25 0.06 0.00  0.2599
N: 0.49 0.82 -1.06  -0.5980
C: -0.67 0.54 -1.82  0.0257
N: -1.47 -0.32 -1.32  -0.4844
C: -1.05 -0.47 0.05  0.4858
N: -1.80 -0.92 1.01  -0.6304
H: -1.33 -0.89 2.01  0.2335
H: 2.09 -0.33 -0.10  0.3887
H: 0.88 1.81 -0.96  0.2597
H: -0.82 1.10 -2.81  0.3356

The value obtained for the lowest unoccupied orbital energy is 0.43 eV. For the HOMO energy, the calculation gives -9.09 eV. Its structure (SMILES) is [H]/N=C\n1[nH]cn/c1=N/[H]. The value obtained for the HOMO-LUMO gap is 9.53 eV.

---

Record 2
Computed, not measured: one molecule with the formula C3H8BNO, with ωB97M-V with the def2-TZVPD basis set.

Each line ends with the Mulliken charge.
Positions of all 14 atoms, in Å:
B: -1.55 -1.14 0.86  0.1886
C: -0.13 -0.76 0.28  0.1363
C: -0.43 0.39 -0.66  -0.6114
C: 0.89 1.26 -0.49  -0.4215
N: 1.75 0.40 0.37  -0.3467
O: 0.79 -0.30 1.18  -0.3141
H: -1.90 -0.87 1.95  -0.0553
H: -2.28 -1.93 0.36  -0.0530
H: 0.27 -1.70 -0.24  0.1006
H: -1.34 1.02 -0.44  0.2245
H: -0.47 0.21 -1.71  0.3110
H: 1.22 1.39 -1.48  0.3006
H: 0.77 2.19 0.12  0.2697
H: 2.42 -0.17 -0.12  0.2706

The value obtained for the lowest unoccupied orbital energy is 0.40 eV. For the HOMO energy, the calculation gives -9.26 eV. Its structure (SMILES) is B[C@H]1CCNO1. The value obtained for the HOMO-LUMO gap is 9.66 eV.

---

Record 3
Computed, not measured: a 11-piece molecular cluster, C64H144N6O16 overall, with ωB97M-V with the def2-TZVPD basis set.

Each line ends with the Mulliken charge.
Positions of all 230 atoms, in Å:
C: -24.82 8.25 -12.68  -1.6327
C: -23.98 8.77 -13.84  1.3836
C: -24.80 8.96 -15.21  -1.8814
C: -23.49 10.23 -13.44  -1.2918
C: -22.25 10.30 -12.66  -1.0206
C: -21.15 9.27 -12.83  -0.7659
C: -21.64 7.86 -13.15  2.4658
C: -20.59 6.98 -13.80  -2.1264
C: -22.12 7.33 -11.80  -1.9111
N: -22.81 7.95 -14.13  0.2436
O: -23.18 6.75 -14.69  -0.4683
H: -24.71 8.88 -11.80  0.3255
H: -25.88 8.33 -12.91  0.4359
H: -24.49 7.23 -12.48  0.2790
H: -25.29 8.04 -15.55  0.4433
H: -25.73 9.52 -15.11  0.4385
H: -24.11 9.20 -16.02  0.4081
H: -23.24 10.81 -14.33  0.4180
H: -24.31 10.77 -12.97  0.4402
H: -21.83 11.30 -12.55  0.4822
H: -22.72 10.15 -11.69  0.2917
H: -20.55 9.37 -11.92  0.0875
H: -20.52 9.54 -13.68  0.4938
H: -20.64 5.92 -13.55  0.5015
H: -19.62 7.46 -13.72  0.0800
H: -20.54 6.92 -14.88  0.4145
H: -22.62 6.36 -11.75  0.4189
H: -22.59 8.08 -11.17  0.4255
H: -21.23 7.17 -11.18  0.3006
H: -22.92 6.86 -15.61  0.3475
C: -15.41 3.54 -7.89  -0.9049
C: -16.20 4.50 -8.89  2.3882
C: -17.51 3.89 -9.22  -1.6862
C: -16.43 5.86 -8.16  -1.9718
C: -16.87 7.05 -9.10  -0.8677
C: -15.84 7.09 -10.20  -0.6535
C: -15.61 5.77 -11.09  2.6706
C: -16.91 5.60 -12.02  -1.3114
C: -14.39 6.12 -11.90  -1.5967
N: -15.38 4.65 -10.13  0.5801
O: -15.02 3.43 -10.72  -0.4243
H: -14.45 3.85 -7.49  0.4084
H: -16.02 3.34 -7.01  -0.0943
H: -15.22 2.54 -8.29  -0.0100
H: -18.22 4.70 -9.41  0.3346
H: -17.48 3.06 -9.93  0.1153
H: -17.85 3.45 -8.28  0.4116
H: -17.19 5.63 -7.41  0.7268
H: -15.57 6.22 -7.60  0.2353
H: -17.88 6.85 -9.46  0.0678
H: -16.94 8.02 -8.62  0.6940
H: -14.86 7.33 -9.79  0.5728
H: -16.12 7.85 -10.94  -0.7045
H: -17.73 5.23 -11.41  0.1022
H: -16.80 4.89 -12.84  0.2840
H: -17.29 6.56 -12.37  0.2028
H: -14.09 5.39 -12.65  0.5353
H: -13.55 6.15 -11.20  0.3187
H: -14.44 7.04 -12.50  -0.6100
H: -15.81 3.20 -11.21  0.2804
C: -17.99 2.08 -2.97  -1.6942
C: -18.88 3.21 -3.55  1.6291
C: -19.73 2.69 -4.74  -1.7398
C: -20.00 3.76 -2.53  -1.1136
C: -19.41 4.67 -1.51  -0.7281
C: -18.62 5.85 -2.16  -1.2881
C: -17.45 5.34 -3.10  1.4486
C: -16.97 6.58 -3.85  -2.2518
C: -16.36 4.77 -2.14  -1.6294
N: -18.05 4.38 -4.04  -0.0219
O: -17.12 4.04 -4.94  -0.0559
H: -18.46 1.10 -2.92  0.4105
H: -17.05 1.91 -3.50  0.3400
H: -17.56 2.30 -2.00  0.3820
H: -19.17 2.00 -5.36  -0.1385
H: -20.53 2.09 -4.30  0.5673
H: -20.18 3.56 -5.22  0.4777
H: -20.92 4.13 -2.98  0.4287
H: -20.35 2.86 -2.02  0.4229
H: -20.16 5.20 -0.93  0.4466
H: -18.65 4.25 -0.85  0.3097
H: -18.29 6.60 -1.44  0.4922
H: -19.34 6.34 -2.81  0.4849
H: -16.14 6.36 -4.52  0.4681
H: -16.83 7.46 -3.21  0.4237
H: -17.56 6.79 -4.74  0.4376
H: -15.71 4.38 -2.91  0.3326
H: -16.69 3.96 -1.48  0.2907
H: -16.00 5.67 -1.64  0.4831
H: -17.47 4.46 -5.73  0.1250
C: -14.56 12.92 -6.16  -1.8090
C: -13.35 12.84 -7.13  1.8084
C: -12.96 14.25 -7.63  -1.9875
C: -12.07 12.31 -6.37  -1.5399
C: -12.00 10.76 -6.26  -0.6997
C: -12.13 10.13 -7.68  -0.9889
C: -13.38 10.58 -8.45  2.0817
C: -13.25 10.32 -9.98  -2.0510
C: -14.71 9.90 -7.90  -1.1909
N: -13.53 12.04 -8.43  0.0366
O: -14.67 12.42 -9.09  -0.3740
H: -15.31 13.36 -6.82  0.5092
H: -14.86 11.97 -5.71  0.2779
H: -14.23 13.52 -5.31  0.4831
H: -12.42 14.92 -6.97  0.4059
H: -12.36 14.30 -8.54  0.4162
H: -13.85 14.85 -7.83  0.3790
H: -11.19 12.77 -6.83  0.4919
H: -11.94 12.78 -5.40  0.5185
H: -11.08 10.40 -5.80  0.4471
H: -12.84 10.63 -5.57  0.3021
H: -12.27 9.06 -7.52  0.4004
H: -11.28 10.48 -8.26  0.4122
H: -13.19 9.28 -10.30  0.6540
H: -12.35 10.72 -10.44  0.6489
H: -14.09 10.69 -10.57  -0.4617
H: -15.56 9.86 -8.58  -0.0113
H: -15.03 10.42 -7.00  0.1382
H: -14.37 8.94 -7.52  0.3016
H: -15.30 12.11 -8.44  0.3100
C: -17.25 -3.56 -9.65  -2.0733
C: -17.38 -2.09 -9.10  1.6724
C: -16.53 -1.14 -10.00  -1.2579
C: -18.93 -1.92 -9.28  -1.2198
C: -19.58 -0.82 -8.42  -0.5912
C: -19.11 -1.07 -6.93  -1.5187
C: -17.65 -1.04 -6.63  1.8649
C: -17.10 0.42 -6.73  -0.7342
C: -17.43 -1.50 -5.14  -1.7943
N: -17.05 -2.03 -7.64  0.2543
O: -15.82 -2.49 -7.48  -0.5186
H: -16.21 -3.88 -9.60  0.3731
H: -17.73 -4.34 -9.06  0.5066
H: -17.71 -3.78 -10.61  0.3879
H: -16.95 -1.08 -11.00  0.4622
H: -16.52 -0.17 -9.49  0.0964
H: -15.47 -1.39 -10.12  0.1589
H: -19.07 -1.54 -10.29  0.3148
H: -19.45 -2.85 -9.04  0.4771
H: -19.42 0.24 -8.62  0.2843
H: -20.62 -1.09 -8.57  0.3982
H: -19.46 -2.07 -6.68  0.4761
H: -19.55 -0.42 -6.18  0.4140
H: -17.43 0.86 -7.67  -0.0660
H: -16.02 0.47 -6.90  0.4626
H: -17.42 0.97 -5.85  -0.3405
H: -18.02 -0.83 -4.51  0.2505
H: -16.45 -1.39 -4.69  0.3653
H: -17.84 -2.46 -4.83  0.4303
H: -15.27 -1.71 -7.63  0.3804
C: -12.51 11.93 -13.92  -1.7505
C: -12.47 11.17 -15.22  2.0662
C: -11.86 12.16 -16.25  -1.7600
C: -11.50 9.98 -15.03  -1.6997
C: -11.99 8.81 -14.23  0.0872
C: -13.27 8.40 -14.93  -1.0029
C: -14.40 9.49 -15.12  2.3580
C: -15.51 8.81 -15.97  -2.4087
C: -15.10 9.71 -13.74  -1.2325
N: -13.74 10.70 -15.75  0.2042
O: -14.70 11.68 -15.94  -0.4795
H: -12.89 12.95 -14.03  0.4713
H: -12.91 11.29 -13.14  0.0709
H: -11.55 12.24 -13.51  0.5068
H: -12.54 12.66 -16.94  0.3663
H: -11.17 12.86 -15.77  0.3427
H: -11.15 11.75 -16.97  0.3829
H: -11.14 9.53 -15.95  0.3789
H: -10.68 10.36 -14.42  0.4847
H: -11.19 8.07 -14.26  0.5178
H: -12.16 9.10 -13.19  -0.3128
H: -13.75 7.60 -14.36  -0.3673
H: -12.98 8.06 -15.92  0.7057
H: -16.44 9.38 -16.04  0.3872
H: -15.73 7.85 -15.51  0.1525
H: -15.32 8.82 -17.05  0.5712
H: -14.45 9.87 -12.88  -0.6176
H: -15.82 8.96 -13.40  -0.3462
H: -15.72 10.60 -13.85  1.4635
H: -14.96 11.77 -15.02  0.4261
O: -17.34 -0.14 -15.66  -0.5328
C: -18.39 0.64 -15.15  -0.5016
C: -18.21 1.03 -13.62  -0.2616
O: -18.18 2.37 -13.75  -0.3277
H: -16.51 0.12 -15.24  0.3263
H: -18.74 1.41 -15.84  0.2602
H: -19.16 -0.13 -15.18  0.3674
H: -17.36 0.57 -13.11  0.2497
H: -19.05 0.60 -13.09  0.3351
H: -17.53 2.60 -14.42  0.0634
O: -10.70 0.93 -9.31  -0.5125
C: -11.40 0.23 -8.23  -0.6791
C: -12.52 -0.72 -8.82  -0.1992
O: -13.60 0.09 -9.35  -0.1901
H: -11.25 1.69 -9.50  0.3915
H: -10.76 -0.50 -7.73  0.3990
H: -11.72 0.97 -7.49  0.2478
H: -12.89 -1.35 -8.01  0.3330
H: -11.95 -1.28 -9.57  0.2453
H: -13.31 0.85 -9.85  0.1507
O: -12.27 3.15 -9.64  -0.6240
C: -11.40 4.06 -10.34  0.2966
C: -10.22 3.59 -11.13  -0.7128
O: -10.68 3.16 -12.40  -0.5503
H: -13.17 3.42 -9.84  0.1001
H: -11.96 4.74 -10.97  -0.1419
H: -11.07 4.66 -9.49  0.3492
H: -9.48 2.95 -10.65  0.4290
H: -9.65 4.49 -11.38  0.4214
H: -10.04 3.06 -13.11  0.2811
O: -17.58 6.52 -16.52  -0.4840
C: -17.56 5.25 -15.91  0.0911
C: -16.13 4.65 -16.07  -0.4075
O: -16.03 3.22 -15.61  -0.5003
H: -18.17 6.55 -17.27  0.3028
H: -17.82 5.20 -14.86  -0.2642
H: -18.38 4.67 -16.34  0.6470
H: -15.38 5.30 -15.62  0.1131
H: -15.93 4.66 -17.14  0.4681
H: -15.16 2.91 -15.85  0.2458
O: -17.50 9.97 -11.83  -0.0639
C: -17.06 11.26 -11.56  0.6913
C: -17.71 11.79 -10.29  -1.0135
O: -17.62 10.93 -9.12  -0.5775
H: -17.57 9.80 -12.77  0.1672
H: -16.04 11.04 -11.22  -0.6753
H: -17.02 11.92 -12.43  0.4981
H: -18.77 11.90 -10.52  0.4435
H: -17.42 12.80 -10.03  0.4529
H: -17.70 10.06 -9.51  0.2011

The value obtained for the lowest unoccupied orbital energy is 0.19 eV. For the HOMO energy, the calculation gives -7.65 eV. Its structure (SMILES) is CC1(C)CCCC(C)(C)N1O.CC1(C)CCCC(C)(C)N1O.CC1(C)CCCC(C)(C)N1O.CC1(C)CCCC(C)(C)N1O.CC1(C)CCCC(C)(C)N1O.CC1(C)CCCC(C)(C)N1O.OCCO.OCCO.OCCO.OCCO.OCCO. The value obtained for the HOMO-LUMO gap is 7.84 eV.

---

Record 4
Computed, not measured: a 2-piece molecular cluster, C4H12 overall, with ωB97M-V with the def2-TZVPD basis set.

Each line ends with the Mulliken charge.
Positions of all 16 atoms, in Å:
C: 1.89 1.21 1.55  -0.8946
C: 0.65 0.35 1.75  -0.6592
H: 1.85 2.25 1.85  0.2987
H: 2.76 0.79 2.07  0.2739
H: 2.15 1.19 0.49  0.2596
H: -0.17 0.63 1.09  0.1462
H: 0.86 -0.69 1.51  0.2402
H: 0.30 0.44 2.78  0.3333
C: -0.82 -1.26 -1.25  -0.8179
C: -1.78 -0.31 -2.00  -0.8438
H: -1.17 -1.52 -0.26  0.2978
H: -0.59 -2.01 -2.01  0.3333
H: 0.19 -0.84 -1.20  0.1989
H: -2.71 -0.86 -2.10  0.2593
H: -1.39 0.09 -2.93  0.3110
H: -2.02 0.54 -1.35  0.2632

The value obtained for the lowest unoccupied orbital energy is 1.12 eV. For the HOMO energy, the calculation gives -11.40 eV. Its structure (SMILES) is CC.CC. The value obtained for the HOMO-LUMO gap is 12.51 eV.

---

- What is the HOMO-LUMO gap in the second record?
  9.66 eV